DFT (the ωB97M-V functional and the def2-TZVPD basis) results for a 2-piece molecular cluster, C3H7NO2 overall.

Cartesian coordinates (Å):
O1 1.09 -0.93 1.78
C1 1.35 -0.52 0.53
C2 -1.06 -0.83 -0.55
N1 -1.10 0.48 -1.00
C3 -0.39 1.42 -0.39
O2 0.26 1.09 0.65
H1 0.94 -0.13 2.31
H2 1.27 -1.33 -0.18
H3 2.16 0.18 0.38
H4 -1.13 -0.94 0.52
H5 -1.62 -1.52 -1.17
H6 -1.48 0.68 -1.91
H7 -0.29 2.39 -0.87

Calculated values
HOMO level (alpha / beta), eV: -6.469 / -6.475
Electronic energy, eV: -8805.4658
HOMO-LUMO gap (alpha / beta), eV: 7.29 / 7.29
Charge: 0